#1
ORCA calculation (ωB97M-V/def2-TZVPD) on 7 unconnected molecules or ions with the total composition C63H133N7O7.

Structure (ORCA input):
```
! wB97M-V def2-TZVPD RIJCOSX def2/J DEFGRID3
* xyz 1 2
C 1.7531 3.5917 -1.4802
C 0.8179 4.2334 -2.5525
C 1.6987 5.3888 -3.1620
C 1.1798 5.8808 -4.5830
C 0.9547 4.7184 -5.5328
C 0.0582 3.6592 -4.9645
N 0.5054 3.2266 -3.5534
O -0.2351 2.1328 -3.0506
C -1.3992 4.0393 -4.9213
C 0.2860 2.4126 -5.8490
C -0.4220 4.8434 -1.8442
H 2.4067 4.2231 -0.8783
H 2.3524 2.7404 -1.8030
H 1.0421 3.2465 -0.7296
H 1.6065 6.2198 -2.4627
H 2.7545 5.1217 -3.1158
H 1.8276 6.6002 -5.0839
H 0.2884 6.4720 -4.3729
H 1.9078 4.3087 -5.8672
H 0.5969 5.1200 -6.4808
H -1.6993 4.2968 -5.9371
H -2.0052 3.2320 -4.5098
H -1.5839 5.0207 -4.4844
H 1.2337 1.8813 -5.7604
H -0.4881 1.6630 -5.6845
H 0.1997 2.7120 -6.8935
H -0.9591 4.0607 -1.3084
H -1.2186 5.1442 -2.5248
H -0.1312 5.6279 -1.1455
H 0.4598 1.4737 -3.1174
C -0.7325 -2.0538 -0.8183
C 0.3476 -1.0621 -0.1828
C -0.4316 0.2139 0.1908
C -1.3141 0.0696 1.4963
C -0.4222 -0.4558 2.5814
C 0.4191 -1.7438 2.2953
N 1.0716 -1.6704 0.9676
O 1.9182 -2.7308 0.6507
C 1.5226 -1.8980 3.4007
C -0.4827 -2.9852 2.3952
C 1.5130 -0.7356 -1.2313
H -1.0890 -1.6313 -1.7577
H -1.5863 -2.2962 -0.1856
H -0.3830 -3.0378 -1.1309
H 0.2702 1.0443 0.2681
H -1.1362 0.5192 -0.5828
H -2.1426 -0.6347 1.4203
H -1.8271 0.9880 1.7816
H -0.9404 -0.6117 3.5275
H 0.2853 0.3515 2.7702
H 2.0074 -2.8652 3.2683
H 2.3011 -1.1584 3.2135
H 1.1319 -1.7119 4.4011
H -0.7527 -3.1739 3.4342
H -1.5066 -2.8630 2.0417
H 0.0305 -3.8259 1.9284
H 1.0823 -0.1700 -2.0575
H 2.1513 -1.5251 -1.6282
H 2.1570 0.0577 -0.8519
H 1.3235 -3.4784 0.5558
C 5.9325 1.4120 9.9091
C 5.7052 0.7409 8.5894
C 5.3448 -0.7424 8.9992
C 4.6176 -1.5240 7.9791
C 3.3238 -0.8145 7.4508
C 3.5852 0.5923 6.8776
N 4.4681 1.3049 7.8559
O 4.5774 2.5860 7.5639
C 4.2172 0.4266 5.5118
C 2.2389 1.3998 6.7891
C 6.9733 0.7629 7.7380
H 6.2682 2.4293 9.7076
H 6.7149 0.9031 10.4721
H 5.0455 1.5405 10.5294
H 6.3112 -1.2318 9.1201
H 4.8745 -0.8552 9.9760
H 4.3089 -2.4810 8.3998
H 5.1252 -1.7844 7.0504
H 2.6117 -0.7084 8.2691
H 2.7963 -1.4554 6.7444
H 3.5537 0.0198 4.7486
H 4.5512 1.3833 5.1102
H 5.0754 -0.2426 5.5721
H 2.2110 2.2935 6.1657
H 1.3949 0.8455 6.3786
H 1.9782 1.6917 7.8064
H 7.3171 1.7846 7.5762
H 6.8382 0.2769 6.7718
H 7.8288 0.3467 8.2699
H 3.9742 3.0162 8.1742
C -4.1618 -0.1924 -1.0227
C -4.4999 1.1127 -1.7730
C -3.7956 1.0343 -3.1566
C -4.3630 2.0561 -4.2050
C -5.8762 1.8177 -4.3231
C -6.6912 1.8629 -3.0102
N -5.9500 1.1299 -1.9396
O -6.7447 1.1441 -0.7985
C -6.7423 3.4058 -2.7181
C -8.0981 1.2331 -3.3530
C -3.9432 2.3507 -1.0691
H -4.6492 -0.3200 -0.0561
H -3.0953 -0.3419 -0.8543
H -4.5328 -1.0658 -1.5590
H -2.7116 1.1039 -3.2478
H -4.0084 0.0266 -3.5135
H -3.8451 1.8865 -5.1490
H -4.1030 3.0781 -3.9295
H -6.0744 0.8888 -4.8577
H -6.2894 2.5574 -5.0088
H -6.8783 3.7718 -1.7004
H -5.8125 3.9381 -2.9186
H -7.5733 3.8460 -3.2692
H -7.9801 0.2453 -3.7986
H -8.7444 1.0686 -2.4908
H -8.7810 1.7871 -3.9970
H -2.8603 2.2848 -0.9636
H -4.3611 2.4464 -0.0670
H -4.3018 3.2383 -1.5903
H -7.0491 0.2362 -0.7312
C -0.5606 -8.5003 1.2987
C 0.5039 -7.5846 1.9253
C 1.5689 -8.5562 2.5272
C 2.5585 -9.1876 1.4920
C 3.1872 -7.9911 0.6913
C 2.0774 -7.1907 -0.0618
N 1.0437 -6.7565 0.8986
O 0.0811 -5.9786 0.3859
C 2.8210 -5.8581 -0.5262
C 1.7564 -8.0428 -1.3052
C -0.1317 -6.6181 2.9990
H -0.1682 -9.2016 0.5623
H -1.2676 -7.8532 0.7797
H -1.2102 -8.9366 2.0575
H 2.1859 -7.9906 3.2254
H 1.0859 -9.3793 3.0538
H 2.0465 -9.9708 0.9328
H 3.3210 -9.7532 2.0276
H 3.9914 -8.3410 0.0440
H 3.7387 -7.3735 1.4002
H 2.8812 -5.2036 0.3433
H 3.7973 -5.8631 -1.0109
H 2.1775 -5.2919 -1.1996
H 0.9608 -8.7294 -1.0158
H 1.1641 -7.4120 -1.9681
H 2.5457 -8.6289 -1.7760
H 0.6547 -5.9357 3.3214
H -0.5381 -7.1001 3.8882
H -1.0274 -6.0946 2.6646
H -0.1693 -6.5836 -0.3162
C -1.3698 6.2289 5.3369
C -1.3484 4.7454 4.9206
C -2.2495 4.5598 3.6522
C -1.5540 4.8446 2.3925
C -0.3711 3.9699 2.3354
C 0.7080 4.3313 3.3853
N 0.0208 4.1551 4.6815
O 0.9497 4.3947 5.7330
C 1.7564 3.0715 3.2320
C 1.3932 5.6986 3.0968
C -2.0046 3.9342 6.0134
H -2.3665 6.5825 5.6010
H -0.8768 6.8522 4.5909
H -0.7712 6.4418 6.2225
H -2.8244 3.6346 3.6105
H -3.0808 5.2609 3.7267
H -1.2880 5.8848 2.2045
H -2.2971 4.5496 1.6516
H 0.1124 4.0205 1.3598
H -0.7105 2.9425 2.4678
H 1.2266 2.1341 3.4013
H 1.9924 2.9113 2.1800
H 2.6702 3.1190 3.8242
H 1.8398 5.5367 2.1158
H 0.6165 6.4514 2.9618
H 2.0740 6.0169 3.8863
H -1.9458 2.8858 5.7210
H -3.0807 4.0708 6.1196
H -1.4690 4.0334 6.9575
H 1.1068 3.5015 6.0478
C -2.6351 -0.1475 -8.4232
C -1.6607 -1.3276 -8.1049
C -0.4699 -1.0797 -9.0300
C 0.7711 -1.9529 -8.7366
C 1.1326 -1.7268 -7.3075
C 0.0029 -1.9881 -6.2198
N -1.1913 -1.1968 -6.6794
O -2.3416 -1.4788 -5.9085
C -0.0751 -3.5544 -6.1055
C 0.3385 -1.3821 -4.8608
C -2.3427 -2.7083 -8.4979
H -2.3020 0.7754 -7.9484
H -3.6211 -0.3917 -8.0278
H -2.8818 -0.0286 -9.4782
H -0.8354 -1.2778 -10.0376
H -0.1969 -0.0290 -8.9319
H 1.6113 -1.7108 -9.3875
H 0.7145 -3.0364 -8.8408
H 1.4811 -0.6946 -7.2716
H 2.0210 -2.3011 -7.0449
H 0.7211 -4.0024 -5.5109
H -1.1000 -3.8667 -5.9053
H 0.0930 -4.0285 -7.0726
H -0.4462 -1.5647 -4.1266
H 1.2560 -1.7877 -4.4344
H 0.4408 -0.3104 -5.0312
H -2.4707 -2.9758 -9.5468
H -3.3222 -2.7357 -8.0205
H -1.7669 -3.5212 -8.0555
H -2.6785 -0.5911 -5.7669
*
```

* E_LUMO (spin up / spin down): -2.5 / -6.6 eV

***

#2
ORCA calculation (ωB97M-V/def2-TZVPD) on 7 unconnected molecules or ions with the total composition C63H133N7O7.

Structure (ORCA input):
```
! wB97M-V def2-TZVPD RIJCOSX def2/J DEFGRID3
* xyz 1 2
C 2.6113 7.4936 5.0700
C 1.5985 6.6176 4.3457
C 0.2318 7.1314 4.8758
C -0.9351 6.6599 3.9820
C -0.7425 6.9395 2.5236
C 0.5591 6.3297 1.9876
N 1.6441 6.8943 2.8647
O 2.8857 6.7628 2.3186
C 0.5356 4.7674 1.8940
C 0.7037 6.8721 0.4641
C 1.7555 5.1334 4.8139
H 3.5860 7.0216 5.1931
H 2.2607 7.8306 6.0455
H 2.6957 8.4049 4.4779
H 0.0435 6.8629 5.9153
H 0.3126 8.2184 4.8685
H -1.7391 7.2210 4.4583
H -1.2290 5.6191 4.1180
H -0.8351 7.9986 2.2834
H -1.6463 6.5918 2.0234
H -0.1989 4.3810 2.6007
H 0.0778 4.3508 0.9968
H 1.4483 4.1715 1.8832
H -0.0754 6.5522 -0.2278
H 0.7090 7.9567 0.3553
H 1.7105 6.5779 0.1676
H 1.8750 5.1187 5.8972
H 2.6849 4.6942 4.4514
H 0.8909 4.5361 4.5243
H 3.2410 7.6256 2.5441
C -10.7363 -0.6238 3.1761
C -9.2127 -0.4951 2.8500
C -8.4675 -1.5825 3.7016
C -6.9651 -1.8697 3.2637
C -6.9675 -2.1928 1.7270
C -7.5570 -1.0014 0.8839
N -8.9389 -0.7816 1.4393
O -9.8257 -0.1705 0.5278
C -6.6351 0.1954 0.8618
C -7.7053 -1.5393 -0.6152
C -8.7882 0.9115 3.2978
H -10.9768 -1.6151 2.7918
H -11.2897 0.0689 2.5421
H -11.0012 -0.6277 4.2335
H -8.4384 -1.2275 4.7317
H -9.1263 -2.4508 3.7158
H -6.4427 -2.6299 3.8444
H -6.3185 -1.0185 3.4771
H -7.4666 -3.1411 1.5277
H -5.9513 -2.3842 1.3825
H -5.8487 0.1120 0.1116
H -7.2554 1.0049 0.4771
H -6.2640 0.4846 1.8450
H -8.0026 -0.7912 -1.3500
H -6.7998 -1.9992 -1.0110
H -8.5423 -2.2374 -0.6060
H -7.7063 1.0183 3.3767
H -9.3891 1.3222 4.1092
H -9.0305 1.5158 2.4236
H -10.3081 -0.8523 0.0545
C 2.8374 -0.7096 -5.4832
C 3.9893 -1.7060 -5.2724
C 3.8832 -2.7476 -6.3749
C 5.1369 -3.5970 -6.6946
C 6.2229 -2.6059 -7.0415
C 6.4567 -1.6227 -5.8389
N 5.2677 -0.8919 -5.4898
O 5.4958 0.1706 -4.6170
C 7.0553 -2.3383 -4.6129
C 7.4689 -0.5481 -6.4051
C 3.7283 -2.3466 -3.8719
H 2.9246 0.0949 -4.7529
H 1.8440 -1.1582 -5.4772
H 2.8544 -0.1839 -6.4379
H 3.2816 -3.5748 -5.9983
H 3.4275 -2.2885 -7.2521
H 5.0300 -4.2797 -7.5376
H 5.4653 -4.1230 -5.7981
H 5.9864 -1.9544 -7.8828
H 7.1496 -3.1323 -7.2700
H 7.3710 -1.6519 -3.8273
H 6.4208 -3.0775 -4.1239
H 7.9762 -2.8939 -4.7895
H 7.7750 0.1949 -5.6687
H 8.4215 -0.8534 -6.8381
H 7.0756 0.0128 -7.2530
H 2.6857 -2.6548 -3.7938
H 4.0644 -1.7718 -3.0089
H 4.1978 -3.3264 -3.7842
H 5.6169 0.9540 -5.1585
C 4.9733 -2.7008 0.9730
C 5.7135 -4.0236 1.1151
C 5.2970 -4.9045 -0.0578
C 6.0334 -4.7527 -1.3877
C 7.4852 -4.8014 -1.2066
C 8.0645 -3.9187 -0.0225
N 7.1739 -3.9427 1.1534
O 7.6734 -3.0266 2.1691
C 9.5443 -4.4546 0.3893
C 8.0878 -2.4551 -0.7237
C 5.2471 -4.7784 2.3538
H 3.9764 -2.9792 0.6311
H 5.4574 -1.8929 0.4244
H 4.7189 -2.3156 1.9604
H 5.3822 -5.9614 0.1949
H 4.2439 -4.8067 -0.3215
H 5.6349 -3.8204 -1.7876
H 5.6723 -5.5457 -2.0426
H 7.7983 -4.4316 -2.1829
H 7.9763 -5.7743 -1.2249
H 9.5074 -5.4905 0.7263
H 10.1616 -4.4022 -0.5076
H 10.0256 -3.8180 1.1317
H 7.1202 -2.0827 -1.0601
H 8.4447 -1.6968 -0.0268
H 8.6663 -2.4932 -1.6467
H 4.1971 -5.0692 2.3187
H 5.4459 -4.0335 3.1243
H 5.7555 -5.7175 2.5721
H 7.5100 -2.1984 1.7120
C -3.9372 -0.7074 -4.7265
C -5.3496 -0.1054 -4.5055
C -5.5003 0.2104 -2.9350
C -6.6824 1.2015 -2.7572
C -6.2441 2.5042 -3.4334
C -6.1881 2.2488 -4.9901
N -5.2847 1.1402 -5.3736
O -5.3458 0.8640 -6.6774
C -7.5870 2.1923 -5.5091
C -5.6302 3.6415 -5.5861
C -6.4084 -1.2173 -4.9229
H -3.7116 -1.4809 -3.9924
H -3.1474 0.0409 -4.6599
H -3.7752 -1.1650 -5.7024
H -5.6487 -0.7123 -2.3739
H -4.5869 0.6809 -2.5712
H -6.9478 1.2158 -1.7001
H -7.6642 0.9532 -3.1603
H -5.3720 2.8829 -2.9004
H -7.0166 3.2566 -3.2748
H -8.2763 2.9191 -5.0792
H -7.5540 2.1705 -6.5984
H -8.0068 1.1968 -5.3652
H -4.5480 3.7031 -5.4719
H -5.8959 3.6919 -6.6420
H -6.0931 4.5679 -5.2462
H -6.1489 -2.1226 -4.3740
H -6.3558 -1.4387 -5.9888
H -7.4634 -0.9844 -4.7788
H -4.4605 1.1283 -6.9383
C -0.9382 -1.5238 5.9354
C 0.6407 -1.3468 5.7618
C 0.9157 -2.5228 4.7218
C 2.3611 -2.4462 4.1531
C 2.6101 -1.0765 3.4545
C 2.3060 0.1203 4.4197
N 0.9609 -0.0850 5.1000
O 0.5266 1.1057 5.7487
C 3.4801 0.3588 5.3964
C 2.1413 1.3326 3.4697
C 1.3438 -1.5657 7.0750
H -1.4440 -0.7804 6.5515
H -1.1885 -2.5163 6.3100
H -1.3851 -1.3583 4.9551
H 0.6653 -3.5059 5.1204
H 0.2093 -2.4429 3.8955
H 2.6249 -3.2731 3.4936
H 2.9679 -2.5281 5.0548
H 2.0942 -1.0610 2.4945
H 3.6932 -1.0319 3.3406
H 4.2347 1.0141 4.9614
H 3.1241 0.8306 6.3122
H 3.9769 -0.6042 5.5142
H 2.9503 1.2388 2.7453
H 1.2019 1.4001 2.9210
H 2.3268 2.2349 4.0524
H 0.7914 -2.2839 7.6809
H 1.4752 -0.6459 7.6448
H 2.3636 -1.9190 6.9223
H -0.0744 1.4267 5.0724
C -1.5971 -0.1893 2.1060
C -1.3242 -0.1419 0.5395
C -1.0021 1.3623 0.3474
C -0.1548 1.7541 -0.9320
C 1.0405 0.9081 -0.9948
C 0.7635 -0.6143 -0.9320
N -0.0587 -0.9019 0.2780
O -0.1895 -2.2577 0.5483
C 0.0853 -0.9971 -2.3343
C 2.1653 -1.2658 -0.8177
C -2.6359 -0.4930 -0.2966
H -1.7313 -1.2358 2.3797
H -2.5543 0.2922 2.3057
H -0.8660 0.1074 2.8581
H -1.8912 1.9139 0.0421
H -0.3799 1.9114 1.0542
H 0.0706 2.8183 -0.8638
H -0.7161 1.7069 -1.8652
H 1.6034 1.1767 -0.1008
H 1.6820 1.0888 -1.8572
H 0.8314 -0.8503 -3.1152
H -0.1408 -2.0601 -2.4173
H -0.8783 -0.5175 -2.5067
H 2.0562 -2.3489 -0.7618
H 2.9566 -0.9859 -1.5131
H 2.5412 -1.0241 0.1765
H -2.8766 -1.5395 -0.4840
H -2.6790 -0.0081 -1.2719
H -3.5195 -0.1520 0.2430
H 0.4734 -2.3153 1.2403
*
```

* E_LUMO (spin up / spin down): -2.6 / -7.0 eV

***

Stability verdict: #1, ahead by 154.8 kJ/mol

***

#1
ORCA calculation (ωB97M-V/def2-TZVPD) on a single Br2H2O2Si molecule.

Structure (ORCA input):
```
! wB97M-V def2-TZVPD RIJCOSX def2/J DEFGRID3
* xyz 0 1
O -0.8573 -0.1634 1.2282
Si 0.1037 -0.1814 -0.0246
O -0.7134 -0.3152 -1.3565
Br 1.2840 1.7102 0.2061
Br 1.5126 -1.8753 -0.0990
H -0.7250 0.4373 2.0030
H -0.6046 0.3878 -1.9571
*
```

* structure (SMILES): O[Si](O)(Br)Br
* E_LUMO: 0.3 eV

***

#2
ORCA calculation (ωB97M-V/def2-TZVPD) on a molecular structure, Br2H2O2Si.

Structure (ORCA input):
```
! wB97M-V def2-TZVPD RIJCOSX def2/J DEFGRID3
* xyz 0 1
O 1.3285 -0.0961 1.2063
O 0.2096 0.1157 -1.6312
Si -0.3866 0.3304 -0.1544
Br -1.7061 -1.3615 0.3252
Br -1.3685 2.2286 0.2904
H 1.1736 -0.7400 1.9951
H 0.7495 -0.4771 -2.0314
*
```

* E_LUMO: -0.3 eV

***

Stability verdict: #1, ahead by 244.7 kJ/mol